# 1
Molecular formula: C8H8ErO5
Method: DFT, the ωB97M-V functional and the def2-TZVPD basis

The electronic energy comes out at -46248.4877 eV. As for the total charge: +3. As for the expectation value of S²: 3.7526. As for the spin multiplicity: 4.

The geometry in XYZ format:
```
22
Properties=species:S:1:pos:R:3:forces:R:3
O 0.3998 -4.2176 -2.6259 -1.104 7.461 3.151
C 0.2822 -3.1352 -2.1607 1.026 -7.991 -3.364
Er 1.0375 -0.9922 -1.0817 -3.378 0.047 3.332
O -3.8021 0.4149 -4.5331 2.666 -1.735 1.867
C -2.9631 -0.1065 -3.9472 -2.540 1.730 -1.788
C 2.3666 -0.1036 -2.6053 7.180 3.332 -6.271
O 3.1920 0.2844 -3.3230 -4.456 -1.959 3.679
C 0.1550 1.4003 -2.2539 1.001 6.953 -4.132
O 0.2701 2.4296 -2.8451 -1.070 -7.268 4.262
C -0.7554 1.0195 2.5333 0.877 -0.246 1.482
C 0.5353 0.1027 2.8629 0.505 0.391 0.333
C 0.9225 -0.6288 1.5810 -1.335 0.005 -0.748
O -0.0387 -0.0714 0.5900 1.791 -2.028 -2.684
C -1.0546 0.8300 1.0779 -0.501 0.358 0.209
H -1.5883 0.6850 3.1946 0.619 0.432 -0.567
H -0.5077 2.0875 2.7244 -0.255 -0.855 0.125
H 0.3375 -0.6563 3.6333 -0.012 0.472 -0.133
H 1.4430 0.6741 3.1478 -0.873 -0.055 0.233
H 1.9106 -0.3685 1.1392 0.379 0.089 0.597
H 0.7712 -1.7310 1.5824 0.089 0.336 0.357
H -1.9875 0.3658 0.8166 -0.548 -0.137 0.236
H -0.9258 1.7175 0.4923 -0.060 0.668 -0.176
```
Forces are in eV/Å.

# 2
Molecular formula: C8H8F12N2O13S4Zr
Method: DFT, the ωB97M-V functional and the def2-TZVPD basis

The electronic energy comes out at -115254.9753 eV. As for the total charge: 0. For the relative energy (zero: lowest compared OMol25 entry of this formula, charge and spin), the calculation gives 17.5 kcal per mole.

The geometry in XYZ format:
```
48
Properties=species:S:1:pos:R:3:forces:R:3
Zr -0.0462 0.1090 0.0181 -2.769 -3.084 -1.128
C -0.9238 3.4310 -2.5710 0.640 -0.801 -0.251
F -1.1812 3.7982 -1.3289 0.389 -0.173 0.125
F -1.9953 2.8334 -3.0602 0.015 0.226 -0.216
F -0.5717 4.4991 -3.2694 -0.285 -0.156 -0.113
S 0.6156 2.2443 -2.7251 0.788 1.389 2.947
O 1.0449 2.2878 -4.0819 -0.875 -1.089 -0.232
O 1.5810 2.7862 -1.7949 -0.746 -0.260 -0.130
N 0.0499 0.6897 -1.9795 0.728 3.276 -5.966
S -0.3290 -0.1874 -3.3842 -2.843 -3.465 0.500
O -0.9631 -1.3995 -2.8983 1.285 0.953 -0.113
O -1.0973 0.4458 -4.4308 1.646 0.686 0.988
C 1.3898 -0.7794 -4.0088 0.118 0.524 0.527
F 2.3599 -0.1510 -3.3493 0.033 0.429 -0.281
F 1.5396 -2.0603 -3.7274 -0.466 -0.395 -0.168
F 1.4952 -0.5920 -5.3042 -0.038 0.112 -0.084
C 2.6434 -1.6320 3.0243 -1.574 0.184 0.014
F 3.2278 -1.8103 4.1795 0.652 -0.026 0.247
F 3.4802 -1.4325 2.0433 0.822 0.739 -0.208
F 1.9428 -2.6949 2.7017 -0.412 -0.565 0.005
S 1.4935 -0.1077 3.3039 2.038 1.428 -1.002
O 1.1072 -0.1371 4.6809 -0.813 -0.323 -0.757
O 2.2804 1.0415 2.9313 -0.430 -0.601 -0.623
N 0.1944 -0.3551 2.0659 2.435 -0.313 5.534
S -0.8400 -1.2159 3.0012 -3.369 -2.743 -0.006
O -1.8124 -1.7015 2.0661 -0.235 0.836 -0.606
O -0.3739 -2.2493 3.8883 0.728 1.323 -0.317
C -1.8283 0.0411 4.1023 0.579 0.120 -1.038
F -1.8435 -0.2857 5.3705 0.012 -0.230 -0.094
F -1.3462 1.2750 3.9604 0.206 0.126 0.059
F -3.0531 0.0341 3.5929 -0.205 -0.079 0.334
C 2.0454 -3.4477 -0.8337 0.692 0.140 -0.063
C 1.3255 -2.1664 -0.5809 -1.543 -0.815 -0.068
O 1.8381 -1.0291 -0.6135 1.877 2.007 0.483
O 0.0803 -2.1617 -0.3888 -1.122 0.327 0.760
H 3.0337 -3.4317 -0.3733 -0.035 0.086 0.036
H 2.2111 -3.5219 -1.9090 -0.054 -0.006 -0.021
H 1.5042 -4.3284 -0.5035 -0.259 0.213 0.071
C -4.1477 1.1389 0.0757 -0.249 1.359 0.065
C -2.7093 0.8434 -0.1885 2.444 -2.064 2.266
O -1.7538 1.5333 0.3244 0.373 2.441 0.473
O -2.2254 -0.2694 -0.5449 -0.952 -1.014 -1.317
H -4.7708 1.2409 -0.8093 0.062 -0.518 -0.098
H -4.2298 2.0983 0.5924 0.392 0.160 -0.256
H -4.5731 0.4714 0.8237 0.220 -0.672 -0.480
O 1.1650 1.7854 0.5398 0.444 0.756 0.463
H 0.8501 2.5913 0.9809 -0.186 -0.203 -0.064
H 2.1152 1.9290 0.3916 -0.157 -0.246 -0.193
```
Forces are in eV/Å.

# 3
Molecular formula: C8H8F20Mg2N3O14S6
Method: DFT, the ωB97M-V functional and the def2-TZVPD basis

The electronic energy comes out at -171813.9440 eV. As for the total charge: -1.

The geometry in XYZ format:
```
61
Properties=species:S:1:pos:R:3:forces:R:3
Mg 1.0453 0.1338 0.7224 -3.319 -1.515 -0.515
Mg -1.0383 -1.2622 -2.3568 4.254 0.914 -1.951
C 3.1123 -1.4021 3.8300 1.291 0.269 -0.895
F 4.1023 -0.4707 3.5523 -2.035 -1.903 1.133
F 3.5245 -2.2709 4.8408 -0.892 1.845 -2.414
F 1.9695 -0.8141 4.1550 0.734 0.196 0.764
S 2.5638 -2.2744 2.1402 -1.235 -2.957 1.776
O 3.3943 -3.4697 2.0121 -0.703 2.341 -0.316
O 1.1636 -2.6215 2.2733 0.073 1.128 0.293
N 2.5319 -0.9686 0.9424 1.424 -3.841 3.468
S 3.8838 -1.3461 0.2903 5.693 -0.951 -6.277
O 5.0226 -1.5608 1.1622 -1.134 1.280 0.250
O 3.8599 -2.3999 -0.7718 -1.192 2.559 2.043
C 4.2013 0.2968 -0.7075 -0.194 -0.148 0.966
F 4.5311 1.3832 0.0327 -1.750 -0.469 0.409
F 5.2555 0.1390 -1.4084 2.273 -1.416 -1.795
F 3.1894 0.4820 -1.5559 -0.219 0.097 0.984
C -0.7594 2.8340 -1.5910 0.353 0.770 1.461
F -0.8943 1.9472 -2.5243 0.095 0.044 -0.607
F -1.2164 4.0526 -1.9423 0.646 -1.156 -0.205
F -1.4552 2.4578 -0.5153 -0.253 -0.223 0.091
S 1.0923 3.0154 -1.0011 2.441 2.787 -3.361
O 2.0260 2.6242 -2.0656 -2.331 -0.476 1.921
O 1.2356 4.4947 -0.7844 -1.239 -3.628 1.203
N 1.2257 1.9519 0.4049 -0.134 5.332 -2.809
S 1.9679 2.8308 1.5218 3.888 1.420 0.510
O 2.2063 1.8434 2.5402 -1.051 -0.356 0.884
O 3.1918 3.5876 1.1854 -3.272 -1.030 0.150
C 0.6615 4.1239 2.1051 0.269 0.499 -0.231
F -0.5591 3.8616 1.6581 -0.529 -1.107 0.151
F 0.6951 4.1432 3.4208 -0.223 -0.884 1.067
F 0.8704 5.3574 1.7483 1.214 0.947 -0.733
C -4.5655 1.2913 -2.3263 -0.100 0.120 0.100
F -5.8721 1.4888 -2.6092 1.613 -0.024 -0.767
F -3.7631 2.3196 -2.8208 -1.833 -1.712 1.337
F -4.5607 1.2117 -0.9860 1.180 0.450 -0.886
S -3.8762 -0.3476 -3.2034 0.918 0.657 -3.515
O -5.0175 -1.0516 -3.7271 0.318 0.081 1.513
O -3.0069 0.0900 -4.2942 -0.134 -0.010 2.523
N -2.8758 -1.2150 -2.0491 -4.129 3.279 -1.883
S -3.9239 -2.0070 -1.2005 -0.775 -4.877 1.079
O -5.2390 -1.4458 -1.0619 0.950 0.723 0.733
O -3.9165 -3.3926 -1.6676 0.319 1.049 0.982
C -2.9643 -2.0474 0.4705 -1.869 0.614 -1.958
F -2.6672 -0.8048 0.8055 -0.308 0.235 0.613
F -3.8371 -2.5877 1.3502 1.576 0.041 -0.139
F -1.8080 -2.6797 0.2923 -0.566 -0.626 0.695
F 0.1985 -0.7518 -3.8009 -1.213 -0.478 1.320
F -0.1110 -0.4525 -0.8424 0.250 0.047 0.772
C -1.3021 0.7814 2.8623 -0.177 -0.126 0.465
O -0.4201 -0.2312 2.2318 -1.019 1.828 0.304
H -1.1907 0.7614 3.9464 0.719 0.167 -0.053
H -1.1781 1.7892 2.4660 0.894 -0.370 -0.100
H -2.3824 0.6683 2.7709 0.020 -1.024 -0.784
H -0.5917 -1.0785 2.6492 0.264 -0.291 -0.072
C 0.7054 -3.3906 -1.9946 1.628 -0.851 0.748
O -0.5768 -3.2359 -2.5461 -0.926 0.510 -0.242
H 1.5163 -3.1394 -2.6783 -0.352 -0.127 -0.379
H 0.8850 -2.7482 -1.1325 -0.424 0.092 0.112
H 0.7894 -4.4222 -1.6527 0.374 0.047 0.021
H -1.0488 -4.0716 -2.5656 -0.141 0.207 0.047
```
Forces are in eV/Å.

# 4
Molecular formula: C8H8FNO2
Method: DFT, the ωB97M-V functional and the def2-TZVPD basis

The electronic energy comes out at -16724.6142 eV. As for the total charge: 0. Its SMILES is CO/N=C\c1cccc(F)c1O. For the relative energy (zero: lowest compared OMol25 entry of this formula, charge and spin), the calculation gives 56.6 kcal per mole.

The geometry in XYZ format:
```
20
Properties=species:S:1:pos:R:3:forces:R:3
C 3.5467 -0.8878 -0.4319 2.413 1.612 0.273
C 1.2831 1.4444 0.5342 -1.595 0.241 0.161
C -0.1170 0.8235 0.0966 0.012 3.527 0.844
C -1.0898 1.9362 -0.1290 0.475 -2.907 0.193
C -2.3956 1.6213 -0.2416 -1.651 -3.952 -0.515
C -2.7928 0.1390 -0.2394 -0.844 3.033 -0.863
C -1.8917 -0.8365 -0.1360 0.382 -1.086 1.684
C -0.5699 -0.4896 0.1685 2.404 0.102 -0.011
H 3.4506 -1.6193 -1.1921 -0.069 -1.136 -0.347
H 3.9591 -1.2800 0.5647 -0.980 0.482 -1.301
H 4.2916 -0.1342 -0.8442 -0.581 -0.946 0.664
H 1.3063 2.3790 1.1844 -0.425 -1.086 -1.263
H -0.8451 2.9514 -0.2910 0.878 0.830 0.269
H -3.2224 2.3022 -0.4246 0.416 0.107 0.057
H -3.8123 -0.1706 -0.4545 -0.065 0.372 0.318
H 1.2185 -1.0392 0.5633 -2.552 -1.531 -0.566
N 2.4521 1.0693 0.2203 -0.595 -1.578 0.191
O 2.3072 -0.2337 -0.4038 0.089 0.883 0.575
O 0.2548 -1.4936 0.5155 2.255 1.343 0.492
F -2.2051 -2.1732 0.0810 0.034 1.690 -0.855
```
Forces are in eV/Å.

# 5
Molecular formula: C8H8N
Method: DFT, the ωB97M-V functional and the def2-TZVPD basis

The electronic energy comes out at -9901.9283 eV. As for the total charge: +1. For the relative energy (zero: lowest compared OMol25 entry of this formula, charge and spin), the calculation gives 78.1 kcal per mole.

The geometry in XYZ format:
```
17
Properties=species:S:1:pos:R:3:forces:R:3
C -1.3794 -1.3298 -0.9211 1.804 0.554 -0.491
C -2.3472 -1.4618 -0.2489 -2.373 -1.779 0.000
C -2.0149 -0.4276 1.2184 -0.131 1.598 0.584
C -0.4837 -0.2443 -1.0060 3.778 2.663 -2.901
C -3.2142 -1.1747 0.8507 -2.363 -0.687 0.366
C 1.1788 0.8288 0.7393 2.109 2.126 -0.983
C 0.0177 0.3482 0.4336 -1.981 -1.436 -2.670
C 2.2953 0.9249 -0.2915 -1.492 -4.479 -0.001
N -1.1217 0.3603 1.1878 -1.740 -1.634 2.125
H 0.4681 -0.2920 -1.6866 -2.009 -0.591 1.328
H -1.0939 0.5819 -1.5143 0.880 -0.768 0.792
H -4.1461 -0.5910 0.6045 1.166 -0.077 0.218
H -3.5917 -2.1080 1.3272 0.839 0.851 0.636
H 1.2969 1.5490 1.5257 -0.207 -0.448 1.051
H 2.8891 1.7584 -0.0843 0.441 1.764 -0.597
H 1.6738 0.7114 -1.2537 2.635 1.244 1.182
H 3.0485 0.0609 -0.0878 -1.357 1.099 -0.640
```
Forces are in eV/Å.